Entry 1:
DFT (ωB97M-V/def2-TZVPD) results for C19H52CaNO20PS5 as an isolated structure.

Geometry as XYZ:
```
99
Properties=species:S:1:pos:R:3:lowdin_charge:R:1
Ca -0.61 -0.20 0.75 1.322
C 1.09 1.86 3.80 -0.028
C 0.08 2.93 4.07 -0.326
C -0.20 3.99 3.06 -0.230
O -1.35 4.71 3.34 -0.154
C -1.69 5.54 2.29 -0.096
N -1.22 2.24 4.34 0.174
H -1.93 2.97 4.54 0.157
H -1.61 1.78 3.41 0.086
H -1.28 1.63 5.15 0.167
H 1.18 1.17 4.64 0.097
H 2.08 2.32 3.65 0.084
H 0.93 1.25 2.91 0.063
H 0.34 3.38 5.04 0.151
H -0.24 3.55 2.06 0.107
H 0.67 4.66 3.04 0.146
H -2.69 5.94 2.46 0.098
H -1.64 4.97 1.36 0.072
H -0.96 6.33 2.06 0.100
P -2.59 0.04 2.23 -0.097
O -3.77 0.05 3.14 -0.350
O -2.77 -0.55 0.82 -0.510
O -1.28 -0.65 2.82 -0.523
O -1.79 1.36 1.89 -0.503
O -2.35 0.46 -3.47 -0.265
S -2.33 0.98 -2.14 0.590
O -1.35 0.55 -1.22 -0.384
O -2.26 2.56 -2.29 -0.267
C -2.13 3.45 -1.13 -0.237
C -2.62 4.82 -1.56 -0.047
C -3.99 0.84 -1.49 -0.083
H -1.11 3.53 -0.74 0.093
H -2.74 3.01 -0.32 0.118
H -1.91 5.14 -2.32 0.079
H -2.54 5.52 -0.73 0.067
H -3.63 4.81 -1.96 0.082
H -4.36 -0.12 -1.87 0.060
H -4.61 1.62 -1.91 0.076
H -3.94 0.84 -0.40 0.058
O 1.36 3.87 0.00 -0.262
S 1.83 2.53 -0.13 0.558
O 1.11 1.47 0.49 -0.335
O 2.05 2.10 -1.63 -0.257
C 2.40 3.16 -2.59 -0.179
C 1.20 4.07 -2.90 -0.054
C 3.50 2.47 0.48 -0.087
H 2.56 2.54 -3.46 0.125
H 3.30 3.65 -2.21 0.117
H 1.37 5.04 -2.42 0.078
H 0.29 3.65 -2.48 0.056
H 1.15 4.24 -3.97 0.083
H 3.98 3.44 0.35 0.073
H 3.96 1.67 -0.08 0.074
H 3.53 2.30 1.55 0.066
O 3.04 -2.47 3.06 -0.256
S 2.36 -2.48 1.82 0.574
O 1.39 -1.51 1.46 -0.323
O 3.43 -2.49 0.64 -0.273
C 4.77 -3.03 0.86 -0.235
C 5.70 -2.09 0.13 -0.057
C 1.67 -4.10 1.57 -0.093
H 4.70 -4.02 0.39 0.112
H 5.01 -3.22 1.90 0.115
H 6.72 -2.46 0.21 0.083
H 5.62 -1.07 0.50 0.078
H 5.40 -2.05 -0.92 0.081
H 0.77 -4.21 2.17 0.072
H 2.44 -4.76 1.97 0.076
H 1.53 -4.27 0.52 0.051
O -1.35 -5.07 0.86 -0.275
S -1.94 -3.80 0.58 0.587
O -1.13 -2.68 0.27 -0.323
O -2.91 -4.08 -0.67 -0.257
C -3.52 -2.88 -1.22 -0.260
C -4.11 -3.31 -2.56 -0.053
C -3.11 -3.40 1.86 -0.084
H -2.73 -2.15 -1.34 0.090
H -4.35 -2.60 -0.57 0.121
H -3.30 -3.28 -3.30 0.068
H -4.92 -2.65 -2.85 0.076
H -4.47 -4.33 -2.52 0.081
H -2.91 -4.05 2.71 0.078
H -4.12 -3.58 1.52 0.075
H -2.89 -2.40 2.21 0.022
O 0.98 -1.03 -1.35 -0.290
S 1.38 -1.78 -2.48 0.569
O 2.43 -1.33 -3.33 -0.259
O 1.69 -3.24 -1.92 -0.262
C 1.90 -4.32 -2.85 -0.259
C 2.84 -5.29 -2.16 -0.051
C -0.03 -2.12 -3.50 -0.088
H 2.39 -3.89 -3.73 0.117
H 0.99 -4.81 -3.18 0.126
H 2.27 -5.78 -1.37 0.083
H 3.73 -4.82 -1.77 0.072
H 3.04 -6.10 -2.86 0.086
H 0.42 -2.49 -4.42 0.072
H -0.57 -1.18 -3.66 0.055
H -0.73 -2.80 -3.02 0.072
```

Output
Orbital gap ... 6.700 eV
2S+1 ... 1



Entry 2:
DFT (ωB97M-V/def2-TZVPD) results for C4H14N2O2 as an isolated structure.

Geometry as XYZ:
```
22
Properties=species:S:1:pos:R:3:nbo_charge:R:1
C 0.14 -3.48 0.62 -0.424
N -0.97 -2.64 0.16 -0.628
C -0.56 -1.25 0.11 0.087
O 0.42 -0.94 -0.93 -0.861
H 0.94 -3.45 -0.14 0.183
H -0.19 -4.53 0.75 0.192
H 0.55 -3.08 1.55 0.185
H -1.09 -2.91 -0.78 0.348
H -0.24 -0.99 1.14 0.131
H -1.47 -0.67 -0.13 0.130
C -0.42 2.18 0.65 -0.083
O -1.22 3.32 1.05 -0.714
C 0.40 2.36 -0.67 -0.243
N 1.37 1.29 -0.97 -0.776
H -1.09 1.28 0.60 0.187
H 0.28 2.02 1.50 0.174
H -2.12 3.13 0.73 0.471
H -0.32 2.36 -1.53 0.201
H 0.92 3.30 -0.61 0.195
H 0.84 0.12 -0.78 0.456
H 2.21 1.34 -0.40 0.386
H 1.63 1.25 -1.93 0.400
```

Output
Orbital gap ... 9.110 eV
2S+1 ... 1
ΔE to the lowest compared entry with this formula, charge and spin ... 2.1146 eV



Entry 3:
DFT (ωB97M-V/def2-TZVPD) results for a 2-piece molecular cluster, C2H7N10 overall.

Geometry as XYZ:
```
19
Properties=species:S:1:pos:R:3:nbo_charge:R:1
C 0.42 2.84 -0.02 0.127
C 3.02 -0.91 0.00 0.108
N -0.69 3.40 0.23 -0.231
N -1.59 2.43 0.33 -0.039
N -1.05 1.27 0.22 -0.115
N 2.22 0.17 -0.11 0.048
N 3.03 1.26 -0.25 -0.061
N 0.24 1.41 0.10 -0.005
N 4.17 0.72 -0.24 -0.118
N 4.31 -0.58 -0.09 -0.162
N 0.91 0.23 -0.03 -0.278
N -2.57 -0.84 -0.26 -0.944
H 1.35 3.34 0.06 0.240
H 2.81 -1.96 0.15 0.258
H -3.16 -1.01 0.51 0.427
H 5.10 1.21 -0.33 0.451
H -2.95 -0.62 -1.19 0.437
H -2.04 -1.71 -0.35 0.418
H -1.74 0.05 0.05 0.438
```

Output
Orbital gap ... 8.487 eV
2S+1 ... 1
ΔE to the lowest compared entry with this formula, charge and spin ... 1.5253 eV
Net charge ... +1



Entry 4:
DFT (ωB97M-V/def2-TZVPD) results for one molecule with the formula C4H9N3O.

Geometry as XYZ:
```
17
Properties=species:S:1:pos:R:3:nbo_charge:R:1
H 2.67 -1.73 -0.25 0.357
N 2.56 -0.84 -0.76 -0.757
C 1.42 -0.34 -0.48 0.684
N 0.86 0.83 -0.79 -0.691
C -0.50 1.06 0.21 0.442
C -0.49 1.33 1.51 -0.603
N -1.50 1.37 -0.65 -0.824
O 0.55 -0.96 0.47 -0.566
C -0.41 -1.91 -0.02 -0.251
H 1.49 1.53 -1.15 0.412
H 0.16 0.82 2.20 0.229
H -1.23 2.01 1.93 0.212
H -1.21 1.71 -1.55 0.399
H -2.41 1.58 -0.27 0.401
H -1.23 -1.92 0.69 0.195
H -0.79 -1.64 -1.01 0.182
H 0.07 -2.89 -0.07 0.180
```

Output
Orbital gap ... 9.034 eV
2S+1 ... 1
ΔE to the lowest compared entry with this formula, charge and spin ... 3.5467 eV